# 1
Density functional theory data (wB97M-V/def2-TZVPD) for one molecule with the formula C3H7ClO4S.

Last column: Löwdin charge in e.
Positions of all 16 atoms, in Å:
O -0.3581 3.0043 0.7360  -0.3313
S 0.1792 1.7985 -0.0220  0.5783
O 1.4808 1.5832 -0.5675  -0.2768
O -0.7656 1.4863 -1.1890  -0.2524
C -0.1527 0.4917 1.0539  -0.1827
C -0.3515 -1.0589 0.4787  -0.4894
O -1.3633 -1.0370 -0.4108  -0.0897
C 0.9200 -1.6111 -0.2121  -0.5564
Cl 0.9754 -3.4139 -0.2983  0.5438
H -1.1633 2.3235 -1.8912  0.2839
H -1.1759 0.5704 1.5178  0.1276
H 0.4984 0.5507 1.9230  0.1098
H -0.6229 -1.7076 1.2636  0.1198
H -0.9551 -0.6644 -1.3818  0.1967
H 1.7837 -1.0936 0.3302  0.0995
H 1.0709 -1.2221 -1.3305  0.1194

Atomic forces in eV per Å
O 2.407 -2.968 -2.782
S -1.209 3.320 3.146
O 0.722 0.946 0.501
O -3.641 2.890 -4.807
C -2.318 -3.466 1.355
C 2.850 2.118 -1.613
O -0.508 1.074 -5.154
C 1.602 2.048 -0.834
Cl 0.078 0.914 0.277
H 2.076 -3.378 3.664
H 0.882 0.717 -0.735
H 0.533 0.121 -0.308
H -0.241 -0.462 1.340
H -1.877 -1.520 4.172
H -0.626 -1.600 -0.602
H -0.730 -0.755 2.378

Properties
Structure (SMILES): O=S(=O)(O)C[C@@H](O)CCl
Electronic energy, Eh: -1277.746201
HOMO, Eh: -0.383
2S+1: 1
Molar mass, g/mol: 174.61
Kohn-Sham gap, Ha: 0.37129

---

# 2
Density functional theory data (wB97M-V/def2-TZVPD) for one molecule with the formula C3H7ClSi.

Last column: Löwdin charge in e.
Positions of all 12 atoms, in Å:
Si 0.7862 -0.2056 -2.1237  0.6351
C 0.1778 0.6832 -0.5428  -0.2916
C -0.2762 -0.0815 0.5785  -0.2470
C -0.8669 0.1458 2.0312  -0.5378
Cl 0.2153 -0.7489 3.1452  0.5431
H 2.2121 -0.0735 -2.5290  -0.0960
H 0.2062 0.1876 -3.3593  -0.1219
H 0.3016 -1.6480 -1.6323  -0.0267
H -0.0716 1.8102 -0.3747  0.0668
H 0.0270 -1.0769 0.3821  0.0011
H -0.8705 1.1600 2.2674  0.0406
H -1.8410 -0.1524 2.1575  0.0344

Atomic forces in eV per Å
Si -0.247 -1.435 2.213
C -2.508 1.086 3.960
C 1.308 1.608 -2.452
C 3.207 -0.151 -2.807
Cl -0.344 0.211 0.024
H 0.017 -0.149 0.615
H -1.025 0.369 -0.771
H 0.855 1.258 -0.989
H 0.794 -1.785 -0.868
H -0.340 -1.419 0.481
H 0.433 1.771 0.565
H -2.150 -1.365 0.028

Properties
Structure (SMILES): [SiH3]/C=C/CCl
Electronic energy, Eh: -868.097865
HOMO, Eh: -0.360
2S+1: 1
Molar mass, g/mol: 106.63
Kohn-Sham gap, Ha: 0.38692

---

# 3
Density functional theory data (wB97M-V/def2-TZVPD) for one molecule with the formula C3H7ClSi.

Last column: Löwdin charge in e.
Positions of all 12 atoms, in Å:
Si 1.6441 -0.6463 -0.1959  0.6836
C -0.1302 0.0755 -0.5580  -0.4637
C -0.6587 1.1121 0.4251  -0.2432
C -1.3482 -0.1475 0.3666  -0.7435
Cl -2.9423 -0.3130 -0.3874  0.5907
H 1.2683 -2.0924 0.3139  -0.0509
H 2.2754 0.3411 0.7621  -0.0583
H 2.3349 -0.8990 -1.4435  -0.1048
H -0.4719 0.2078 -1.6087  0.0865
H 0.1292 1.2588 1.1533  0.0672
H -1.0328 2.0962 0.0806  0.1194
H -1.0678 -0.9934 1.0921  0.1172

Atomic forces in eV per Å
Si -2.668 -0.817 0.437
C -0.342 0.202 -1.127
C 1.473 2.177 -0.426
C 1.255 -3.174 0.472
Cl 0.508 0.148 0.364
H 0.770 1.329 0.043
H -0.002 -0.706 -0.349
H 0.511 0.225 -0.351
H 0.524 -0.035 0.771
H -0.563 0.067 0.770
H -0.248 -1.025 0.098
H -1.217 1.609 -0.702

Properties
Structure (SMILES): [SiH3][C@@H]1C[C@H]1Cl
Electronic energy, Eh: -868.110847
HOMO, Eh: -0.361
2S+1: 1
Molar mass, g/mol: 106.63
Kohn-Sham gap, Ha: 0.39863

---

# 4
Density functional theory data (wB97M-V/def2-TZVPD) for C3H7ErNO3 as an isolated structure.

Last column: Löwdin spin population.
Positions of all 15 atoms, in Å:
C -0.5083 1.8066 0.7025  0.0705
N 0.7501 1.1293 0.9829  0.7076
C 1.0582 -0.0172 0.0957  0.0473
O -0.1142 -0.8246 -0.0814  0.0441
C 0.1103 -1.8670 -1.0207  0.0027
O 1.0380 -1.9583 -1.6680  0.0165
O -0.9293 -2.7141 -1.1196  0.0155
H -0.7910 1.7574 -0.3912  -0.0041
H -1.3413 1.4784 1.3909  0.0225
H -0.3484 2.8919 0.9185  0.0270
H 0.7311 0.8121 1.9712  0.0179
H 1.5089 0.2922 -0.8730  0.0164
H 1.8540 -0.5935 0.5977  0.0018
H -0.8716 -3.3271 -0.3576  0.0001
Er -2.1466 1.1338 -1.1478  2.0143

Atomic forces in eV per Å
C 0.693 1.719 0.301
N -3.372 -2.599 -0.456
C 2.332 -0.732 -0.148
O -0.738 2.117 0.403
C -2.989 -2.369 0.314
O 4.097 1.055 -1.956
O -0.169 1.057 1.537
H 4.382 1.603 3.213
H 0.701 0.058 -0.333
H -0.183 -0.321 0.010
H 1.209 0.899 0.254
H -0.334 0.218 0.311
H -0.319 0.122 -0.101
H -0.531 -0.267 -0.269
Er -4.779 -2.559 -3.080

Properties
Total charge: +3
Electronic energy, Eh: -1412.581331
HOMO (alpha / beta), Eh: -0.839 / -0.836
2S+1: 4
Molar mass, g/mol: 272.35
Kohn-Sham gap (alpha / beta), Ha: 0.31194 / 0.19204

---

# 5
Density functional theory data (wB97M-V/def2-TZVPD) for a 2-piece molecular cluster, C3H7F2NO2 overall.

Last column: Löwdin charge in e.
Positions of all 15 atoms, in Å:
C 0.4515 2.0518 0.3178  -0.0549
C 1.1143 -1.8893 0.1396  -0.0234
C -0.1212 0.0121 -0.7489  -0.2072
N -2.0306 -0.6882 0.2235  -0.0187
O -0.0085 1.3056 -0.8011  -0.0193
O 0.7738 -0.4941 0.1125  -0.0746
F -2.3330 0.4661 0.9878  -0.1510
F -2.7138 -0.5100 -0.9856  -0.1588
H 1.4816 1.7068 0.6812  0.1167
H -0.2132 2.2993 1.1572  0.0949
H 0.6234 3.1208 -0.0628  0.1137
H 0.3194 -2.6081 0.2208  0.0882
H 1.6258 -2.0849 1.0743  0.1040
H 1.5195 -2.1955 -0.7508  0.0653
H -0.4889 -0.4925 -1.5656  0.1250

Atomic forces in eV per Å
C 2.631 2.724 0.425
C -1.698 0.258 1.810
C 0.522 -0.298 4.738
N 2.482 0.611 -0.609
O -1.490 0.461 -0.318
O -0.141 -0.774 -0.464
F -0.232 0.024 -0.389
F -0.739 0.295 -0.176
H -1.716 0.216 -0.464
H -0.373 -1.349 -0.387
H -0.100 -1.664 -0.035
H -1.528 0.385 0.172
H 0.862 0.378 -0.350
H 2.068 -0.330 -1.967
H -0.548 -0.938 -1.987

Properties
Electronic energy, Eh: -523.221168
HOMO (alpha / beta), Eh: -0.289 / -0.289
2S+1: 1
Molar mass, g/mol: 127.09
Kohn-Sham gap (alpha / beta), Ha: 0.31304 / 0.31312

---

# 6
Density functional theory data (wB97M-V/def2-TZVPD) for one molecule with the formula C3H7FOSi.

Last column: Löwdin charge in e.
Positions of all 13 atoms, in Å:
C -0.3002 -0.6286 -2.1451  -0.0506
C 0.4621 0.2733 -1.5009  -0.1881
Si 0.0297 0.8022 0.2952  0.4370
C -0.2372 -0.7481 1.4611  -0.1470
O 0.9027 1.8798 1.0685  -0.1059
F -1.4374 1.7269 0.1906  -0.2190
H -0.1145 -1.0053 -3.0930  0.0249
H -1.0701 -1.2012 -1.6047  0.0611
H 1.4159 0.7416 -1.8557  0.0666
H -0.5665 -0.6688 2.4667  0.0067
H -0.9426 -1.4671 1.1289  0.0028
H 0.7428 -1.2544 1.6373  0.0429
H 1.1154 1.5497 1.9511  0.0684

Atomic forces in eV per Å
C 0.426 0.415 2.554
C 0.311 0.411 1.195
Si -4.397 -0.999 -0.635
C 1.685 0.637 -0.637
O 1.778 0.561 0.905
F 1.987 -1.866 -0.134
H 0.515 -0.352 -1.833
H 0.026 0.704 -0.223
H -1.154 -0.526 -0.426
H -0.442 1.251 1.103
H -0.436 -0.794 -1.086
H -0.483 0.146 -0.691
H 0.185 0.411 -0.091

Properties
Structure (SMILES): C=C[Si@@](C)(O)F
Electronic energy, Eh: -583.180498
HOMO, Eh: -0.385
2S+1: 1
Molar mass, g/mol: 106.17
Kohn-Sham gap, Ha: 0.40949

---

# 7
Density functional theory data (wB97M-V/def2-TZVPD) for one molecule with the formula C3H7FS2.

Last column: Löwdin charge in e.
Positions of all 13 atoms, in Å:
F -0.8858 -1.9139 -0.0102  -0.0264
C 0.1177 -0.9563 0.0207  -0.5054
C -0.1268 -0.0204 -1.1478  -0.5287
S 1.1456 1.2830 -1.1945  0.7048
C 0.1204 -0.2929 1.3924  -0.5325
S -1.3194 0.7403 1.7753  0.7241
H 1.1000 -1.4731 -0.1042  0.1503
H -1.1158 0.4151 -1.0566  0.0595
H -0.0757 -0.6274 -2.0817  0.0943
H 0.7559 1.8502 -2.3582  -0.1328
H 1.0497 0.2552 1.5055  0.0643
H 0.1254 -1.0888 2.1421  0.0775
H -0.8913 1.8291 1.1174  -0.1490

Atomic forces in eV per Å
F -0.006 -0.140 -0.067
C 0.615 0.135 0.131
C 0.162 -0.582 -0.865
S -0.082 0.085 -0.170
C -0.062 -0.394 -0.071
S 0.138 0.051 -0.068
H -0.655 0.197 0.033
H -0.112 0.045 0.045
H -0.070 0.490 0.661
H 0.052 -0.200 0.307
H 0.041 0.238 0.114
H 0.006 0.089 -0.068
H -0.028 -0.013 0.017

Properties
Structure (SMILES): FC(CS)CS
Electronic energy, Eh: -1014.737048
HOMO, Eh: -0.343
2S+1: 1
Molar mass, g/mol: 126.22
Kohn-Sham gap, Ha: 0.36581

---

# 8
Density functional theory data (wB97M-V/def2-TZVPD) for C3H7HoO2 as an isolated structure.

Last column: Löwdin spin population.
Positions of all 13 atoms, in Å:
O 0.6656 0.9305 0.1831  0.0074
C 1.7914 0.3393 0.7824  0.0007
H 1.5957 0.0933 1.8408  0.0000
H 2.0762 -0.5920 0.2641  0.0001
H 2.6205 1.0547 0.7239  0.0002
H -0.7612 1.8327 0.0286  0.0000
C -0.7891 -1.0885 -0.9616  0.0564
C -0.6621 -0.1025 0.1043  0.0094
O -1.5587 0.9737 -0.1324  0.0648
Ho -3.3559 -0.0087 -1.4592  4.8607
H -0.2341 -0.8118 -1.8702  -0.0003
H -0.6463 -2.1250 -0.6371  0.0003
H -0.7422 -0.4957 1.1333  0.0003

Atomic forces in eV per Å
O -2.758 -2.043 -0.680
C 0.405 -0.336 0.462
H 0.121 0.134 -0.262
H -0.045 0.346 0.042
H -0.217 -0.206 0.009
H -2.606 -2.933 -0.432
C -1.135 0.207 -0.510
C 1.850 1.514 0.551
O 1.323 3.106 0.067
Ho 3.217 -0.253 1.223
H -0.225 -0.180 0.238
H 0.013 0.343 -0.283
H 0.058 0.301 -0.425

Properties
Total charge: +1
Electronic energy, Eh: -1216.585939
HOMO (alpha / beta), Eh: -0.427 / -0.453
2S+1: 6
Molar mass, g/mol: 240.02
Kohn-Sham gap (alpha / beta), Ha: 0.24666 / 0.23492

---

# 9
Density functional theory data (wB97M-V/def2-TZVPD) for one molecule with the formula C3H7I.

Last column: Löwdin charge in e.
Positions of all 11 atoms, in Å:
C 0.9962 0.0485 -0.0965  -0.1593
C -0.4074 0.7542 0.0490  -0.2668
C -1.5549 -0.5823 0.2672  -0.6691
I -3.5347 0.0801 -0.2303  0.6654
H 1.3042 -0.7215 0.7472  0.0991
H 0.8841 -0.6129 -0.9911  0.0652
H 1.8101 0.7966 -0.1736  0.0613
H -0.4993 1.2963 -0.8501  0.0519
H -0.5529 1.4190 0.9287  0.0863
H -1.4878 -1.2406 1.2379  0.0699
H -1.3075 -1.3750 -0.4493  -0.0041

Atomic forces in eV per Å
C -0.319 -1.288 1.333
C -0.320 -3.965 2.722
C 2.041 0.667 0.058
I 0.344 -0.234 0.354
H -0.857 1.791 -1.316
H 0.564 0.812 0.406
H -0.403 -0.565 -0.254
H -1.048 0.445 -1.046
H 0.346 -0.483 -0.622
H -0.255 2.224 -1.253
H -0.095 0.596 -0.382

Properties
Structure (SMILES): CCCI
Electronic energy, Eh: -416.146454
HOMO, Eh: -0.341
2S+1: 1
Molar mass, g/mol: 169.99
Kohn-Sham gap, Ha: 0.36083

---

# 10
Density functional theory data (wB97M-V/def2-TZVPD) for an isolated ion of composition C3H7I2N2O and charge +1.

Last column: Löwdin charge in e.
Positions of all 15 atoms, in Å:
N 0.2275 -1.4945 -1.6782  0.1932
C 0.2943 -1.3372 -0.3531  -0.6164
O 0.3404 -2.2476 0.3946  0.1028
C 0.3525 0.2224 0.2111  -0.8255
N -0.0296 -0.0244 1.5925  0.1276
I 2.4634 0.8682 -0.1060  0.9631
C -0.5150 1.2831 -0.4413  -0.5509
I -2.6905 0.6910 -0.1287  0.8128
H -0.2102 -0.7003 -2.2040  0.1305
H 0.1257 -2.4517 -1.9940  0.1415
H -0.9133 0.2886 1.9183  0.0754
H 0.6090 0.2959 2.3214  0.1640
H -0.0219 -1.0578 1.7954  0.1662
H -0.4692 1.4322 -1.5526  0.0705
H -0.4251 2.1985 0.1305  0.0452

Atomic forces in eV per Å
N -0.784 2.019 -0.802
C -0.251 2.487 -2.030
O 0.238 -1.363 2.643
C 0.461 -1.610 -2.047
N 1.796 -0.844 2.565
I -1.049 -0.355 0.516
C -1.536 -0.734 -0.141
I 1.021 0.320 -0.241
H 0.842 -1.561 0.332
H -0.110 0.267 -0.204
H -1.676 0.748 -0.370
H 0.541 0.544 -0.318
H 0.053 -0.029 -0.898
H 0.458 -0.200 1.336
H -0.005 0.310 -0.341

Properties
Structure (SMILES): NC(=O)[C@@]([NH3+])(I)CI
Total charge: +1
Electronic energy, Eh: -898.398484
HOMO, Eh: -0.508
2S+1: 1
Molar mass, g/mol: 340.91
Kohn-Sham gap, Ha: 0.33388